(1)
Computed, not measured: a gas-phase ion, C10H11O3S (charge -1), with ωB97M-V/def2-TZVPD.

The total energy is -27526.0343 eV. Its HOMO energy is -5.152 eV. The charge is -1.

Cartesian coordinates (Å):
S (2.00696, 0.99117, -0.77933)
O (1.62865, 1.81926, -1.95586)
O (3.20666, 0.21359, -1.00350)
O (1.85720, 1.60045, 0.55638)
C (-0.66804, 0.38553, -0.30765)
C (-2.55252, 0.52911, 1.09628)
C (-2.25092, 2.12821, -0.61255)
C (-1.41437, -0.14224, 0.71554)
C (1.15971, -1.56533, 0.10356)
C (0.51837, -0.30459, -0.83164)
C (-3.01348, 1.66519, 0.50711)
C (0.96637, -2.83789, -0.35323)
C (-1.02946, 1.50849, -1.00226)
C (1.91186, -1.19995, 1.29286)
H (2.25002, -2.08389, 1.65825)
H (1.35488, -0.75608, 2.04406)
H (1.42824, -3.70414, 0.07506)
H (-0.96850, -0.91013, 1.20027)
H (-3.09083, 0.04995, 1.95220)
H (0.44715, -0.73191, -1.80437)
H (-3.88781, 2.17594, 0.84129)
H (2.77669, -0.49139, 1.05861)
H (-2.66851, 2.96523, -1.13588)
H (0.55120, -2.89290, -1.32990)
H (-0.51953, 1.58833, -1.98529)


(2)
Computed, not measured: 2 unconnected molecules or ions with the total composition CH3FIP, with ωB97M-V/def2-TZVPD.

The total energy is -21190.0929 eV. Its HOMO energy is -8.264 eV. The charge is 0.

Cartesian coordinates (Å):
I (-1.88934, 1.42136, 0.57813)
P (0.78871, -1.06535, 0.78259)
F (2.20025, -0.89100, 0.05495)
C (-0.71749, 0.39790, -0.78856)
H (-0.26004, 1.02917, -1.38326)
H (1.03124, -0.36588, 1.88498)
H (-1.15333, -0.52620, -1.12882)


(3)
Computed, not measured: a molecular structure, C19H15N7O11SZr, with ωB97M-V/def2-TZVPD.

The total energy is -65014.3707 eV. Its HOMO energy is -9.098 eV. The charge is 0.

Cartesian coordinates (Å):
Zr (-0.87181, 0.74347, 0.28237)
S (0.94991, 0.40659, 2.33136)
O (-4.54289, -0.08215, 1.74409)
O (-5.15645, -1.46459, -5.13784)
O (-2.72768, 0.11636, 0.44262)
O (-2.26106, -3.39972, -1.61655)
O (-1.19286, -1.96931, -0.40990)
O (-1.53229, 2.35712, -0.68888)
O (-1.58956, 3.50125, -2.62297)
O (-0.44503, 0.12545, -1.53137)
O (-0.07899, -0.48608, 1.69978)
O (0.51124, 0.94575, 3.58830)
O (-5.30191, 0.68430, -5.26536)
N (-4.81927, -0.33927, -4.81758)
N (-1.86595, -2.27560, -1.39909)
N (1.04632, 1.65060, 1.30436)
N (-1.69932, 2.00488, 2.01410)
N (1.99289, 0.12500, -0.20034)
N (5.90633, -2.67879, 3.05656)
N (1.35802, 2.31460, -0.88466)
C (-3.41867, 0.29354, 1.55007)
C (-3.28830, -1.34335, -3.19408)
C (-2.24139, -1.21083, -2.29986)
C (-1.74176, 2.49091, -1.98371)
C (4.74571, -1.97231, 2.91687)
C (4.65624, -0.64987, 3.37702)
C (-2.24093, 1.19327, -2.61533)
C (2.48166, -1.82532, 2.09248)
C (2.20111, 0.75962, -2.48116)
C (-1.59710, 0.03141, -2.13743)
C (-3.28339, 1.06688, -3.49668)
C (2.32711, -0.15792, -1.45682)
C (3.63643, -2.54906, 2.27643)
C (1.69471, 2.00390, -2.12756)
C (2.41884, -0.51884, 2.56355)
C (-3.74846, -0.21022, -3.83488)
C (1.51450, 1.35751, 0.04279)
C (-2.63678, 1.05337, 2.64677)
C (3.49614, 0.07307, 3.20511)
H (-3.75732, -2.30337, -3.35375)
H (5.51025, -0.20270, 3.87006)
H (5.90809, -3.66230, 2.85989)
H (1.54477, 2.79299, -2.85653)
H (-2.19558, 2.81612, 1.66533)
H (-3.35488, 1.51919, 3.31785)
H (2.70493, -1.16130, -1.62223)
H (3.70085, -3.56966, 1.91919)
H (6.63679, -2.32336, 3.64405)
H (-2.05536, 0.32195, 3.20740)
H (-3.77194, 1.93737, -3.91203)
H (2.44352, 0.50996, -3.50303)
H (-0.99836, 2.31089, 2.67900)
H (1.62073, -2.24250, 1.58798)
H (3.40818, 1.09104, 3.56423)


Number 1: Kohn-Sham gap 8.62 eV, maximum force 5.61 eV/A, M 211.3 g mol⁻¹. Number 2: Kohn-Sham gap 7.67 eV, maximum force 6.96 eV/A, M 191.9 g mol⁻¹. Number 3: Kohn-Sham gap 8.20 eV, maximum force 2.33 eV/A, M 640.7 g mol⁻¹.